[1]
Entry from OMol25: a structure of composition C12H22AgF6O9S2 (ωB97M-V/def2-TZVPD).

XYZ file:
```
52
Properties=species:S:1:pos:R:3:forces:R:3
Ag 0.581356 -0.511302 -0.376580 0.4153 -0.0317 -0.0076
C 3.219116 3.722388 3.190290 -0.6586 0.4370 -0.2358
C 3.124076 4.304188 1.761910 2.6675 -1.1367 -0.8130
C 3.450156 5.830618 1.990070 0.0371 -0.6228 -0.9244
O 4.035156 3.632818 0.907660 -1.1419 1.3478 1.2453
H 2.366036 4.131328 3.731690 -0.2676 -0.0643 0.5226
H 4.115436 4.146428 3.642930 0.1882 -0.4821 0.1341
H 3.185046 2.633558 3.227470 0.1684 0.0688 -0.1174
H 2.121156 4.146758 1.365080 -0.6598 0.3970 0.0652
H 3.660906 6.353118 1.056960 -0.3283 -0.0909 -0.2391
H 4.386656 5.898678 2.543620 -0.0254 -0.0333 0.2772
H 2.641096 6.337578 2.515920 -0.0574 0.1360 0.1898
C 2.441526 -5.393582 2.399670 -0.6572 0.7083 0.0674
C 3.897376 -4.942902 2.241880 -0.4764 2.0222 -1.3862
C 4.729806 -6.204432 2.107140 0.9226 -0.0358 0.5091
O 4.045826 -3.862842 1.305900 -0.2422 -2.3866 1.3627
H 2.322856 -6.365542 2.878530 0.0685 -0.3183 -0.1568
H 1.927206 -5.342312 1.440020 -0.0213 -0.2122 -0.0615
H 1.961586 -4.690422 3.080350 -0.3185 0.2221 -0.1397
H 4.125806 -4.546062 3.231030 0.4966 0.0879 0.6640
H 5.769886 -5.971082 2.334900 0.3612 0.0613 -0.6843
H 4.616266 -6.791902 1.196050 0.0286 0.2689 -0.2212
H 4.479686 -6.845822 2.952220 -0.3281 -0.3217 0.0926
C -1.398954 -6.389432 -5.526420 3.3203 -0.1319 -1.5349
F -2.427964 -5.898262 -4.945100 -2.1797 0.6988 0.5685
F -1.012464 -7.477952 -4.790290 -0.1775 0.4751 -0.7001
F -1.748194 -6.867202 -6.806430 0.2777 0.5742 1.8316
S 0.080336 -4.982142 -5.605030 0.5112 0.4994 -3.9354
O -0.075444 -4.148832 -4.463220 -1.1995 0.3988 1.4466
O 1.300436 -5.749992 -5.590200 -0.1398 -0.9510 0.0186
O -0.122164 -4.265512 -6.910920 -0.4981 -1.6640 2.2506
C -1.273314 6.338678 -4.822250 1.9152 -0.6254 -0.4205
F -1.048984 6.805628 -3.582070 -1.0896 -0.3400 0.1951
F -2.559184 6.228328 -5.154810 -0.1904 0.2345 0.7520
F -0.748624 7.298488 -5.606920 -0.0577 -0.1342 -0.5392
S -0.388534 4.659208 -5.039820 3.6734 -3.2319 -1.9065
O 1.083146 4.814488 -4.907790 -2.0900 1.5655 0.8218
O -0.946324 3.730208 -4.087280 -0.9802 1.0547 1.2507
O -0.629614 4.169038 -6.394850 -1.3001 1.5679 -0.2164
C -5.860924 0.359768 2.835910 -2.8605 0.9791 0.2337
C -5.508394 1.835248 2.777170 0.8654 1.3804 0.6175
C -4.145554 1.861278 2.022760 -2.7223 -0.1557 0.4039
O -3.654864 0.591228 2.255540 2.4343 -1.1621 0.6530
C -4.589824 -0.373372 2.725960 0.1580 0.5438 -1.3708
H -6.590824 0.125738 2.060930 0.2975 -0.0787 -0.4808
H -6.422734 0.075188 3.725560 0.1616 0.2495 0.3528
H -5.332094 2.268658 3.761640 0.1178 -0.3798 0.4075
H -6.199894 2.571128 2.366820 -0.4197 -0.5661 -0.4510
H -3.524714 2.662128 2.424380 0.3446 -0.2388 -0.3733
H -4.401964 1.952478 0.967290 0.5683 0.4607 -0.2837
H -4.354624 -0.804772 3.698930 0.7370 -0.1991 -0.3235
H -4.701774 -1.058702 1.885790 0.3514 -0.8444 0.5892
```
Forces are in eV/Å.

Output
- frontier orbital gap (hartree) = 0.094
- charge = -3
- LUMO energy (eV) = 2.48
- highest occupied orbital energy (Ha) = -0.0032

=====

[2]
Entry from OMol25: a structure of composition C2H4HgMgO (ωB97M-V/def2-TZVPD).

XYZ file:
```
9
Properties=species:S:1:pos:R:3:forces:R:3
C -0.188793 0.339677 -0.154857 0.5030 6.0301 -1.5908
H -0.832980 0.677492 -0.984029 0.0304 -0.8082 -0.1418
C -0.929253 -0.514999 0.792991 0.8017 -0.5167 0.7922
H -1.234405 -0.045276 1.734802 0.2210 -0.4513 -0.2166
H -1.696168 -1.158455 0.337469 0.0946 0.6008 0.0929
O 0.986023 -0.243574 -0.685429 1.5147 -1.6049 -0.5760
Hg 2.680760 1.073203 -1.566035 -0.4331 -0.2329 0.1427
Mg 0.900464 -1.730905 0.532252 -0.6605 0.4264 0.2887
H 0.314351 1.602837 -0.007164 -2.0718 -3.4432 1.2087
```
Forces are in eV/Å.

Output
- frontier orbital gap (alpha / beta) (hartree) = 0.267 / 0.198
- multiplicity = 2
- <S²> = 0.761
- charge = +1
- LUMO energy (alpha / beta) (eV) = -5.43 / -7.10
- highest occupied orbital energy (alpha / beta) (Ha) = -0.4665 / -0.4592

=====

[3]
Entry from OMol25: a structure of composition C22H28I2N5O2PPdS (ωB97M-V/def2-TZVPD).

XYZ file:
```
62
Properties=species:S:1:pos:R:3:forces:R:3
Pd 0.196747 -0.858061 -0.601424 0.8818 0.5163 -0.0379
I 3.873298 -0.382472 4.365773 -0.0122 -0.0068 -0.0116
C 2.906605 1.041890 3.178694 0.0698 0.0975 0.0406
C 3.098513 2.386321 3.448805 0.1708 0.1569 0.2236
C 2.471365 3.369098 2.722220 -0.0235 -0.2104 -0.0477
I 2.826273 5.368833 3.230146 0.0192 0.0460 0.0286
C 1.602289 3.012507 1.655788 -0.0125 0.0966 -0.0067
C 0.889382 3.940977 0.874251 -0.0726 0.0173 -0.0774
C 0.058644 3.501993 -0.122976 0.0535 0.0215 0.0419
C -0.044190 2.129687 -0.364663 0.1261 0.0157 0.0920
N 0.625481 1.235667 0.338559 -0.4345 -0.3401 -0.1144
C 1.415976 1.635956 1.352284 0.0289 -0.1638 -0.0091
C 2.060457 0.549708 2.146608 -0.1275 -0.1433 -0.0632
O 1.851761 -0.648467 1.927611 0.0208 0.0722 -0.0004
H 3.757500 2.660442 4.264331 -0.0129 0.0256 -0.0227
H 0.997334 4.998964 1.077691 -0.0024 -0.0023 -0.0052
H -0.511627 4.197312 -0.726503 0.0060 0.0120 0.0098
H -0.681142 1.744455 -1.149092 -0.0121 -0.0150 0.0138
O -2.363782 -0.116762 0.679005 0.0918 0.4802 0.1375
P -2.701647 -1.451717 0.167847 -0.7483 -0.3209 0.0593
N -2.959451 -1.434896 -1.488005 0.3564 -0.1745 0.0463
C -3.090830 -2.632837 -2.309759 -0.1816 -0.0932 -0.0117
C -3.571319 -2.077573 -3.643304 -0.0278 -0.0025 0.0167
C -2.764236 -0.783013 -3.776918 -0.0576 0.0392 -0.0534
C -2.459017 -0.337441 -2.335487 0.0504 0.2259 -0.0055
N -4.250312 -1.840092 0.766201 -0.0001 0.0972 -0.1216
C -5.315124 -0.884819 0.460255 -0.0272 0.0739 -0.0371
C -6.610409 -1.698299 0.532219 -0.0193 0.0075 0.0007
C -6.147214 -3.098690 0.136810 0.0120 0.0138 0.0119
C -4.794870 -3.187447 0.843041 -0.0209 -0.1663 0.0879
N -1.883525 -2.763643 0.783540 0.2510 -0.1119 -0.1791
C -1.429644 -3.953107 0.066304 -0.0757 -0.0699 -0.0376
C -1.040715 -4.891524 1.210092 -0.0242 -0.0294 -0.0079
C -0.522710 -3.955918 2.317911 -0.0259 0.0078 0.0296
C -0.878627 -2.538789 1.837332 0.1765 0.1232 0.2072
H -3.810704 -3.330342 -1.868175 0.0381 0.0078 0.0049
H -2.134562 -3.144358 -2.447911 -0.0148 -0.0120 -0.0086
H -4.642495 -1.858681 -3.585586 -0.0033 -0.0094 0.0076
H -3.394633 -2.772385 -4.464744 0.0157 0.0019 -0.0058
H -3.318454 -0.019868 -4.327708 0.0392 0.0153 -0.0183
H -1.833108 -0.976708 -4.310484 0.0047 -0.0538 0.0206
H -2.976938 0.584923 -2.057804 0.0046 -0.0247 -0.0128
H -1.376051 -0.180948 -2.213043 -0.1696 -0.0768 0.1520
H -5.177705 -0.471181 -0.548262 -0.0022 -0.0056 0.0251
H -5.304050 -0.048991 1.163622 -0.0075 -0.0063 -0.0213
H -7.393578 -1.295384 -0.112390 0.0044 0.0005 -0.0087
H -6.994127 -1.711747 1.556437 0.0082 -0.0121 0.0159
H -6.001077 -3.148934 -0.946028 0.0023 0.0075 -0.0072
H -6.839807 -3.891334 0.427965 0.0044 -0.0006 0.0140
H -4.129524 -3.923781 0.395303 -0.0025 -0.0091 -0.0115
H -4.940883 -3.493446 1.891123 -0.0011 0.0061 -0.0353
H -0.574888 -3.720017 -0.576703 -0.0135 -0.0222 0.0276
H -2.221674 -4.384149 -0.547654 0.0228 0.0376 -0.0195
H -0.304851 -5.631883 0.893448 0.0213 0.0068 -0.0114
H -1.928683 -5.428699 1.555328 0.0084 -0.0079 -0.0032
H 0.556291 -4.036386 2.448586 0.0032 0.0016 0.0007
H -0.989188 -4.190377 3.277285 -0.0157 0.0066 -0.0141
H 0.029877 -2.057340 1.444048 -0.2576 0.0538 -0.0313
H -1.291233 -1.902983 2.620711 0.0326 -0.0028 -0.0320
S 0.252940 -3.487440 -4.633704 -0.0736 0.0233 -0.0096
C 0.295420 -2.696756 -3.172209 0.1173 -0.1366 0.0821
N 0.319541 -2.169697 -2.133847 -0.1617 -0.0848 -0.2973
```
Forces are in eV/Å.

Output
- frontier orbital gap (hartree) = 0.151
- charge = -2
- LUMO energy (eV) = 3.66
- highest occupied orbital energy (Ha) = -0.0161

=====

[4]
Entry from OMol25: a cluster of 4 separate species, C26H30BrN4O8 in total (ωB97M-V/def2-TZVPD).

XYZ file:
```
69
Properties=species:S:1:pos:R:3:forces:R:3
C 4.778956 -1.016903 -1.463529 0.2927 0.7036 0.1070
C 3.747308 0.166481 -1.837746 -0.7561 -0.7073 -0.0635
C 2.214047 -0.259877 -1.582153 0.7349 -1.9129 -0.6005
N 1.258835 0.442461 -2.479194 -0.0481 0.3198 1.4149
C 0.004498 0.849233 -1.797011 -0.7830 0.2451 -0.5101
C -0.821625 -0.344958 -1.112901 -0.5615 0.3367 0.1466
C -2.167023 -0.753952 -1.892069 0.0849 -1.1459 2.6900
C -2.672058 -2.177746 -1.281980 -0.2531 -0.2707 -0.0033
Br -1.929942 -1.009621 -3.851300 -0.1015 0.4577 0.7385
C 0.261261 2.063278 -0.778403 1.5810 2.7658 3.5695
O -0.236598 3.206369 -1.071170 0.4572 -2.7605 -0.3854
O 0.984009 1.967470 0.389870 -2.4124 -1.2377 -4.6211
H 5.784174 -0.539563 -1.209347 -1.2012 -0.6963 -0.3185
H 4.968321 -1.711207 -2.359151 -0.5047 0.9138 1.3857
H 4.463200 -1.621470 -0.545981 0.2815 0.7837 -1.3175
H 3.927562 1.130783 -1.257487 0.0053 -1.2727 -0.8975
H 3.846871 0.328132 -2.965640 -0.1184 0.1692 1.5979
H 1.925066 -0.221131 -0.471407 0.3991 0.4860 -1.7644
H 2.155773 -1.385065 -1.861801 0.2482 1.3608 0.5548
H 1.088915 -0.060708 -3.356378 -0.0401 0.1691 0.7912
H -0.679966 1.280018 -2.620258 1.1127 -0.4713 1.3735
H -1.158493 0.044511 -0.079266 0.3822 -0.7851 -1.4569
H -0.233201 -1.302696 -0.936274 -0.4344 1.3510 -0.3458
H -2.967688 -0.000690 -1.601510 1.0365 -0.7117 -1.3068
H -1.882963 -2.642476 -0.583672 -1.2283 0.9820 -1.0569
H -3.660150 -2.048646 -0.703139 1.5821 -0.1120 -0.7695
H -2.876070 -2.953848 -2.094447 0.2746 1.1791 0.9789
C -1.201783 7.272282 -1.465151 0.1531 0.0632 -0.1521
C -0.316069 6.212393 -1.635902 -0.1870 0.1466 0.1714
C 0.725598 6.317108 -2.551437 0.1107 0.0165 -0.0799
C 0.872836 7.491912 -3.288066 -0.6074 -0.1551 0.5832
C -0.015610 8.553726 -3.126718 -0.0481 0.1950 -0.0508
C -1.055341 8.439127 -2.211502 0.1424 -0.1865 -0.0239
N 1.982645 7.618138 -4.235627 0.3145 -0.0940 -0.2213
O 2.732060 6.662731 -4.366964 -0.3108 0.5014 0.0024
O 2.099628 8.676174 -4.840526 -0.0050 -0.3639 0.1666
H -2.010630 7.189164 -0.745496 0.0893 -0.0188 -0.0772
H -0.435816 5.303664 -1.052066 0.1643 -0.0700 -0.2027
H 1.408692 5.484099 -2.674874 -0.0581 0.1453 -0.0448
H 0.089766 9.468317 -3.699483 0.1552 -0.2065 -0.0067
H -1.751009 9.260862 -2.075860 0.0988 -0.0424 -0.0649
C -2.059145 -8.554939 1.408470 0.0111 0.0298 -0.0034
C -2.759352 -7.605256 2.146139 0.2032 0.0185 -0.1703
C -2.419677 -6.260217 2.050703 -0.0726 0.0544 0.0537
C -1.378309 -5.877071 1.208577 -0.2322 -0.8356 0.0511
C -0.668451 -6.823082 0.473233 0.0841 -0.0031 -0.0841
C -1.013142 -8.166304 0.576942 -0.1708 0.1415 0.1638
N -1.033538 -4.459203 1.085706 0.1750 0.5702 0.0258
O -1.665047 -3.659557 1.759457 0.2600 -0.4096 -0.2600
O -0.136897 -4.156072 0.313305 -0.3562 -0.1721 0.3428
H -2.330746 -9.603659 1.481211 0.0356 0.1158 -0.0014
H -3.572909 -7.913794 2.793938 0.0917 0.0859 -0.0571
H -2.972736 -5.529786 2.630434 0.1960 0.0607 -0.1699
H 0.146327 -6.532384 -0.180449 -0.1547 0.1729 0.1397
H -0.468775 -8.911082 0.006390 -0.0308 0.1233 0.0459
C 0.773551 0.199594 2.721005 0.2013 -0.3032 -0.0604
C 0.705703 1.232007 3.652023 -0.1182 -0.1837 0.1697
C 0.088235 1.023680 4.880289 0.0626 0.1073 -0.0355
C -0.455606 -0.227875 5.169127 0.2769 0.0902 -0.5668
C -0.397696 -1.263844 4.239018 -0.0492 -0.1688 -0.0521
C 0.219150 -1.045228 3.011739 0.0047 0.2817 0.3115
N -1.084134 -0.459775 6.470354 -0.0822 -0.0001 0.1558
O -1.134226 0.477035 7.256031 -0.0390 -0.4480 -0.2253
O -1.521521 -1.578961 6.702947 0.1153 0.4445 0.0295
H 1.261428 0.366828 1.764811 -0.1896 0.2384 0.0706
H 1.137833 2.199159 3.419181 -0.1014 -0.1214 -0.0677
H 0.042138 1.836375 5.596387 -0.0897 -0.2383 0.0358
H -0.822239 -2.238228 4.454121 -0.0101 0.2024 0.1442
H 0.271794 -1.846236 2.281926 -0.0625 0.0762 0.0843
```
Forces are in eV/Å.

Output
- frontier orbital gap (hartree) = 0.206
- charge = -1
- LUMO energy (eV) = 0.73
- highest occupied orbital energy (Ha) = -0.1789

=====

> Among the records above, which one has the highest charge?

C2H4HgMgO

=====

> charge of number 2 (C2H4HgMgO)?

+1

=====

> What is the formula in the fourth record?

C26H30BrN4O8

=====

> Among the records above, which one has the lowest charge?

C12H22AgF6O9S2